[1]
45
Properties=species:S:1:pos:R:3 method="wB97M-V/def2-TZVPD" de_lowest_kj_mol=0.00 homo_ev=-8.21 gap_ev=8.82 smiles="O=C(Nc1ccc(Cl)cc1)[C@@H]1CCCN1C(=O)NCc1ccccc1"
O 0.737 2.964 -0.685
C 0.891 2.150 0.201
N -0.091 1.528 0.891
C -1.463 1.527 0.642
C -2.238 0.609 1.351
C -3.598 0.528 1.141
C -4.193 1.369 0.214
Cl -5.897 1.256 -0.069
C -3.439 2.292 -0.492
C -2.076 2.375 -0.277
C 2.294 1.664 0.642
C 3.406 2.513 0.021
C 4.399 1.501 -0.547
C 3.504 0.327 -0.942
N 2.500 0.321 0.101
C 1.888 -0.755 0.653
O 1.249 -0.671 1.697
N 2.023 -1.946 -0.015
C 1.049 -2.974 0.292
C -0.365 -2.631 -0.130
C -1.421 -3.370 0.390
C -2.726 -3.080 0.039
C -2.997 -2.040 -0.834
C -1.954 -1.297 -1.354
C -0.647 -1.593 -1.007
H 0.219 0.796 1.536
H -1.759 -0.055 2.055
H -4.194 -0.187 1.686
H -3.915 2.943 -1.208
H -1.482 3.087 -0.825
H 2.338 1.626 1.736
H 2.967 3.112 -0.779
H 3.861 3.181 0.748
H 5.099 1.182 0.226
H 4.961 1.894 -1.391
H 3.042 0.508 -1.922
H 4.051 -0.617 -0.964
H 2.307 -1.898 -0.981
H 1.373 -3.901 -0.191
H 1.065 -3.123 1.375
H -1.213 -4.177 1.078
H -3.535 -3.664 0.454
H -4.016 -1.806 -1.103
H -2.155 -0.479 -2.029
H 0.150 -0.992 -1.424

=====

[2]
50
Properties=species:S:1:pos:R:3 method="wB97M-V/def2-TZVPD" multiplicity=3 s2=2.013 de_lowest_kj_mol=93.80 total_charge=-1 homo_ev="-3.26 / -4.01" gap_ev="5.49 / 6.23"
Pd 0.179 0.510 0.277
N 2.949 -2.859 1.148
C 1.888 -1.968 1.118
S 2.327 -0.272 1.165
N 0.702 -2.484 1.090
N -0.278 -1.494 1.124
C -1.466 -1.891 1.369
C -2.610 -1.004 1.531
C -3.873 -1.605 1.535
C -5.040 -0.887 1.701
C -4.930 0.497 1.884
C -3.703 1.119 1.904
C -2.483 0.407 1.738
O -1.360 1.036 1.809
H 3.807 -2.503 0.763
H 2.698 -3.800 0.886
H -1.628 -2.965 1.485
H -3.920 -2.681 1.395
H -6.004 -1.378 1.695
H -5.827 1.093 2.015
H -3.619 2.189 2.050
C 1.801 -4.551 -3.368
C 0.838 -3.453 -3.817
C 1.119 -2.146 -3.150
N 0.386 -1.648 -2.223
N 0.866 -0.462 -1.728
C 1.974 -0.082 -2.300
N 2.644 1.029 -1.973
S 2.527 -1.184 -3.514
H 1.555 -5.505 -3.837
H 1.749 -4.677 -2.286
H 2.832 -4.305 -3.628
H -0.188 -3.712 -3.552
H 0.874 -3.333 -4.902
H 2.262 1.608 -1.235
H 3.426 1.352 -2.507
Cl 0.026 3.067 -3.475
C 1.145 3.763 -2.321
C 2.165 4.553 -2.831
C 3.094 5.128 -1.978
C 2.973 4.895 -0.609
C 1.952 4.105 -0.120
C 0.988 3.495 -0.952
C -0.023 2.614 -0.389
H 2.217 4.710 -3.901
H 3.892 5.743 -2.374
H 3.686 5.331 0.081
H 1.876 3.916 0.945
H -0.878 2.454 -1.049
H -0.356 2.930 0.599

=====

[3]
57
Properties=species:S:1:pos:R:3 method="wB97M-V/def2-TZVPD" multiplicity=2 s2=0.756 total_charge=+1 homo_ev="-11.49 / -11.49" gap_ev="6.83 / 7.31"
Cr 0.166 0.461 0.539
N 3.122 -2.835 1.741
C 1.797 -2.221 1.903
C 1.645 -1.665 3.310
C 0.324 -0.922 3.480
N 0.331 0.333 2.671
C -0.861 -1.792 3.084
C -0.713 -2.397 1.694
N -0.868 -1.343 0.639
C 0.623 -3.120 1.538
H 4.026 -1.450 1.548
H 3.171 -3.369 0.878
H 3.339 -3.471 2.502
H 1.789 -1.390 1.199
H 2.484 -1.007 3.555
H 1.669 -2.484 4.035
H 0.216 -0.643 4.530
H 1.138 0.895 2.936
H -0.474 0.893 2.944
H -1.788 -1.223 3.155
H -0.944 -2.608 3.804
H -1.515 -3.122 1.544
H -1.845 -1.050 0.643
H -0.695 -1.777 -0.266
H 0.734 -3.485 0.512
H 0.609 -3.999 2.189
F -0.499 3.567 -5.348
C -0.486 2.257 -5.123
C 0.394 1.704 -4.293
N 0.414 0.336 -4.061
C 1.351 -0.236 -3.127
C 0.900 -0.103 -1.699
O 1.418 -0.773 -0.774
O -0.021 0.729 -1.386
C -0.511 -0.520 -4.637
O -0.554 -1.705 -4.379
N -1.383 0.092 -5.507
C -1.487 1.451 -5.826
O -2.319 1.864 -6.589
H 1.127 2.299 -3.768
H 2.332 0.236 -3.220
H 1.462 -1.295 -3.349
H -2.057 -0.519 -5.946
Se 2.419 1.941 0.697
C 3.442 0.522 1.075
N 4.103 -0.400 1.319
F -2.838 0.404 1.902
C -2.541 1.626 1.378
C -1.294 1.856 0.826
C -1.118 3.132 0.311
F 0.060 3.458 -0.261
C -2.085 4.117 0.343
F -1.853 5.322 -0.157
C -3.317 3.829 0.913
F -4.259 4.753 0.959
C -3.551 2.569 1.436
F -4.728 2.281 1.981

=====

[4]
50
Properties=species:S:1:pos:R:3 method="wB97M-V/def2-TZVPD" de_lowest_kj_mol=0.00 homo_ev=-8.40 gap_ev=8.09 smiles="COc1ccc(-c2cc(C(F)(F)F)nc(SCC(=O)N3CCOCC3)n2)cc1OC"
C 6.081 0.275 2.219
O 5.730 -0.862 1.466
C 4.440 -1.030 1.105
C 3.398 -0.167 1.415
C 2.110 -0.437 0.993
C 1.827 -1.582 0.255
C 0.456 -1.839 -0.162
C 0.018 -3.063 -0.700
C -1.315 -3.136 -1.058
C -1.902 -4.398 -1.650
F -2.611 -4.164 -2.757
F -2.711 -5.027 -0.787
F -0.949 -5.286 -1.988
N -2.172 -2.141 -0.903
C -1.669 -1.035 -0.365
S -2.800 0.264 -0.136
C -1.684 1.506 0.620
C -2.463 2.723 1.096
O -2.569 2.954 2.284
N -2.979 3.537 0.153
C -3.002 3.337 -1.279
C -4.455 3.129 -1.730
O -5.266 4.213 -1.346
C -5.249 4.392 0.053
C -3.825 4.645 0.557
N -0.414 -0.840 -0.005
C 2.875 -2.456 -0.067
C 4.166 -2.195 0.344
O 5.244 -2.976 0.079
C 5.056 -4.157 -0.662
H 5.562 0.294 3.183
H 7.153 0.194 2.389
H 5.869 1.200 1.674
H 3.582 0.725 1.992
H 1.307 0.236 1.242
H 0.669 -3.910 -0.824
H -1.231 1.038 1.493
H -0.911 1.760 -0.105
H -2.400 2.483 -1.577
H -2.606 4.243 -1.755
H -4.514 3.072 -2.818
H -4.833 2.192 -1.293
H -5.891 5.249 0.259
H -5.656 3.500 0.551
H -3.804 4.714 1.645
H -3.435 5.569 0.117
H 2.675 -3.333 -0.658
H 4.379 -4.850 -0.151
H 6.042 -4.612 -0.740
H 4.675 -3.948 -1.667